Density functional theory data (wB97M-V/def2-TZVPD) for a cluster of 3 separate species, C5H12O2 in total.

DFT total energy: -9471.6658 eV
Energy above the lowest of the compared OMol25 structures with the same formula, charge and spin: 80.0 kcal per mole
Lowest unoccupied orbital energy: 0.956 eV

The geometry in ORCA input format:
```
! RIJCOSX wB97M-V def2-TZVPD def2/J DEFGRID3
* xyz 0 1
C -3.116 0.526 0.537
O -1.924 -0.205 0.694
C -1.428 -0.679 -0.526
C -0.117 -1.394 -0.274
O 0.472 -1.990 -1.143
H -3.914 -0.100 0.110
H -2.965 1.397 -0.118
H -3.420 0.869 1.528
H -1.241 0.143 -1.239
H -2.128 -1.379 -1.010
H 0.267 -1.319 0.764
H 0.580 1.592 0.960
H -0.098 1.304 1.074
C 3.216 0.797 0.076
C 3.130 -0.383 -0.529
H 2.872 1.711 -0.404
H 3.634 0.901 1.075
H 3.471 -1.299 -0.051
H 2.709 -0.493 -1.524
*
```

***

Density functional theory data (wB97M-V/def2-TZVPD) for a cluster of 2 separate species, C5H12O2 in total.

DFT total energy: -9472.6615 eV
Energy above the lowest of the compared OMol25 structures with the same formula, charge and spin: 57.1 kcal per mole
Lowest unoccupied orbital energy: 0.792 eV

The geometry in ORCA input format:
```
! RIJCOSX wB97M-V def2-TZVPD def2/J DEFGRID3
* xyz 0 1
C -0.421 3.384 -1.419
C 0.049 2.198 -1.786
C -0.052 1.122 -0.707
C -0.885 -0.099 -1.090
C -0.048 -1.375 -1.287
O -0.128 -2.275 -0.146
H -0.531 4.345 -1.958
H -0.885 3.605 -0.470
H 0.725 2.045 -2.622
H -0.550 1.508 0.201
H 0.955 0.914 -0.338
H -1.769 -0.331 -0.494
H -1.400 0.027 -2.061
H 1.011 -1.143 -1.398
H -0.465 -2.097 -1.998
H 0.298 -1.873 0.602
O 0.991 -3.246 5.695
H 1.707 -2.802 6.149
H 1.397 -3.907 5.128
*
```

***

Density functional theory data (wB97M-V/def2-TZVPD) for a structure of composition C5H12O2.

DFT total energy: -9469.9883 eV
Energy above the lowest of the compared OMol25 structures with the same formula, charge and spin: 118.7 kcal per mole
Lowest unoccupied orbital energy: 0.819 eV

The geometry in ORCA input format:
```
! RIJCOSX wB97M-V def2-TZVPD def2/J DEFGRID3
* xyz 0 1
C -2.079 -0.104 0.878
O -0.686 0.130 0.663
C -0.464 0.208 -1.171
C -0.296 1.442 1.088
C 1.034 0.072 -1.321
C 1.742 -1.187 -0.824
O 1.797 -1.264 0.590
H -2.658 0.652 0.342
H -2.284 -0.083 1.954
H -2.307 -1.094 0.480
H -0.869 -0.817 -1.305
H 0.793 1.448 1.110
H -0.701 1.638 2.084
H -0.664 2.157 0.345
H 1.577 0.957 -0.956
H 1.124 0.115 -2.420
H 1.240 -2.072 -1.251
H 2.784 -1.204 -1.165
H 0.885 -1.199 0.901
*
```

***

no.,highest occupied orbital energy (eV)
1,-10.020
2,-9.826
3,-7.679